{"formula": "C45H121F3MnN11O14S", "method": "wB97M-V/def2-TZVPD", "s2": 8.75, "de_lowest_kj_mol": 1368.8, "lumo_ha": [-0.25595, -0.25130], "multiplicity": 6, "e_tot_ev": -143970.6983, "orbital_gap_ev": [3.0, 3.2], "e_homo_ev": [-9.99, -9.99], "total_charge": 1, "symbols": ["Mn", "C", "F", "F", "F", "S", "O", "O", "O", "C", "C", "C", "O", "C", "N", "H", "H", "H", "H", "H", "H", "H", "H", "H", "H", "H", "C", "C", "C", "O", "C", "N", "H", "H", "H", "H", "H", "H", "H", "H", "H", "H", "H", "C", "C", "C", "O", "C", "N", "H", "H", "H", "H", "H", "H", "H", "H", "H", "H", "H", "C", "C", "C", "O", "C", "N", "H", "H", "H", "H", "H", "H", "H", "H", "H", "H", "H", "C", "C", "C", "O", "C", "N", "H", "H", "H", "H", "H", "H", "H", "H", "H", "H", "H", "C", "C", "C", "O", "C", "N", "H", "H", "H", "H", "H", "H", "H", "H", "H", "H", "H", "C", "C", "C", "O", "C", "N", "H", "H", "H", "H", "H", "H", "H", "H", "H", "H", "H", "C", "C", "C", "O", "C", "N", "H", "H", "H", "H", "H", "H", "H", "H", "H", "H", "H", "C", "C", "C", "O", "C", "N", "H", "H", "H", "H", "H", "H", "H", "H", "H", "H", "H", "C", "C", "C", "O", "C", "N", "H", "H", "H", "H", "H", "H", "H", "H", "H", "H", "H", "C", "C", "C", "O", "C", "N", "H", "H", "H", "H", "H", "H", "H", "H", "H", "H", "H"], "coordinates": [[3.71, 2.22, 1.37], [-1.84, -0.77, 0.87], [-2.80, -0.93, -0.01], [-1.85, 0.43, 1.45], [-2.04, -1.74, 1.77], [-0.06, -0.99, 0.04], [0.39, -2.37, 0.25], [-0.28, -0.78, -1.38], [0.77, 0.08, 0.62], [6.36, 3.25, -3.16], [5.41, 3.96, -2.11], [4.86, 5.30, -2.71], [4.12, 6.06, -1.75], [3.49, 7.26, -2.24], [4.43, 2.98, -1.88], [5.82, 2.83, -4.00], [6.93, 2.43, -2.73], [7.01, 4.01, -3.59], [5.97, 4.26, -1.22], [4.20, 5.12, -3.56], [5.75, 5.84, -3.03], [4.22, 7.91, -2.72], [3.18, 7.82, -1.36], [2.61, 7.08, -2.85], [4.87, 2.08, -2.04], [3.84, 2.97, -2.70], [1.09, 6.32, 3.41], [1.89, 5.10, 3.32], [1.40, 4.00, 4.27], [2.33, 2.90, 4.09], [2.21, 1.95, 5.16], [1.86, 4.52, 1.94], [1.47, 7.08, 2.72], [1.35, 6.81, 4.35], [0.02, 6.12, 3.30], [2.88, 5.38, 3.68], [0.41, 3.67, 3.96], [1.42, 4.44, 5.27], [2.53, 2.47, 6.06], [2.81, 1.09, 4.87], [1.20, 1.62, 5.44], [2.28, 5.11, 1.23], [0.91, 4.49, 1.59], [-6.29, 4.12, 10.13], [-7.10, 3.27, 9.08], [-6.28, 2.05, 8.54], [-5.10, 2.43, 7.83], [-4.62, 1.31, 7.03], [-8.35, 2.88, 9.62], [-5.65, 3.57, 10.83], [-6.84, 4.81, 10.77], [-5.54, 4.70, 9.59], [-7.37, 3.88, 8.22], [-6.97, 1.48, 7.92], [-6.03, 1.31, 9.30], [-3.67, 1.60, 6.60], [-5.31, 1.06, 6.22], [-4.40, 0.44, 7.65], [-8.98, 2.48, 8.94], [-8.95, 3.63, 9.94], [7.84, -1.35, 1.75], [6.78, -0.94, 0.79], [6.53, -1.98, -0.27], [5.54, -1.49, -1.19], [4.90, -2.54, -1.88], [5.60, -0.66, 1.53], [7.76, -2.39, 2.06], [7.88, -0.67, 2.60], [8.82, -1.28, 1.29], [7.12, 0.00, 0.35], [6.22, -2.97, 0.08], [7.51, -2.06, -0.75], [4.41, -3.22, -1.19], [5.57, -3.10, -2.54], [4.11, -2.15, -2.52], [5.86, -0.91, 2.48], [5.13, -1.54, 1.38], [-7.95, 0.67, -4.81], [-8.78, 0.13, -3.62], [-8.16, 0.51, -2.28], [-9.01, 0.25, -1.16], [-8.32, 0.43, 0.08], [-10.12, 0.68, -3.57], [-7.83, 1.76, -4.85], [-8.50, 0.46, -5.72], [-6.96, 0.21, -4.79], [-8.82, -0.96, -3.56], [-7.92, 1.57, -2.38], [-7.17, 0.06, -2.15], [-9.00, 0.10, 0.87], [-8.16, 1.49, 0.30], [-7.41, -0.15, 0.25], [-10.06, 1.68, -3.58], [-10.36, 0.45, -2.61], [-0.32, -5.91, 7.92], [-0.88, -4.60, 7.38], [-0.41, -3.38, 8.22], [-1.06, -3.61, 9.50], [-0.18, -3.76, 10.56], [-0.38, -4.50, 5.98], [-0.55, -6.10, 8.97], [0.76, -5.89, 7.78], [-0.70, -6.75, 7.34], [-1.97, -4.60, 7.41], [-0.69, -2.41, 7.80], [0.67, -3.35, 8.32], [-0.78, -3.76, 11.46], [0.48, -2.91, 10.73], [0.40, -4.68, 10.57], [-1.00, -3.81, 5.56], [-0.57, -5.30, 5.39], [5.15, -4.83, 5.03], [4.61, -5.41, 3.67], [4.11, -6.84, 3.63], [3.83, -7.29, 2.32], [3.54, -8.69, 2.36], [3.61, -4.41, 3.30], [5.54, -3.81, 5.06], [6.01, -5.37, 5.41], [4.38, -4.99, 5.78], [5.45, -5.35, 2.98], [3.22, -6.79, 4.25], [4.92, -7.45, 4.04], [4.45, -9.27, 2.49], [3.05, -8.95, 1.42], [2.76, -8.94, 3.08], [3.23, -4.69, 2.41], [2.83, -4.58, 3.91], [4.02, -0.83, -10.62], [3.90, -1.28, -9.17], [2.49, -1.85, -8.89], [2.27, -2.20, -7.53], [1.00, -2.35, -7.09], [4.93, -2.27, -8.90], [4.99, -0.38, -10.86], [3.26, -0.06, -10.75], [3.63, -1.53, -11.35], [4.11, -0.37, -8.62], [2.25, -2.78, -9.41], [1.72, -1.15, -9.20], [0.93, -2.69, -6.06], [0.42, -3.05, -7.69], [0.39, -1.44, -7.03], [4.70, -2.42, -7.93], [4.76, -3.14, -9.38], [-2.88, -5.71, -1.37], [-1.74, -6.71, -0.99], [-0.68, -6.89, -2.08], [0.18, -7.97, -1.80], [1.37, -7.99, -2.56], [-1.13, -6.37, 0.32], [-3.48, -6.09, -2.20], [-2.51, -4.72, -1.64], [-3.56, -5.50, -0.54], [-2.25, -7.65, -0.77], [-0.10, -5.97, -2.15], [-1.10, -6.99, -3.08], [2.06, -7.24, -2.16], [1.22, -7.93, -3.64], [1.84, -8.97, -2.44], [-0.54, -7.17, 0.51], [-0.48, -5.61, 0.20], [-3.74, 3.90, -2.44], [-3.14, 5.28, -2.45], [-4.22, 6.31, -2.70], [-3.78, 7.61, -3.07], [-3.34, 7.63, -4.40], [-2.49, 5.57, -1.18], [-4.24, 3.71, -1.49], [-2.77, 3.44, -2.24], [-4.22, 3.51, -3.34], [-2.37, 5.23, -3.22], [-4.90, 6.32, -1.84], [-4.82, 5.96, -3.54], [-4.18, 7.46, -5.07], [-2.46, 6.99, -4.45], [-3.05, 8.64, -4.67], [-3.16, 5.77, -0.45], [-2.03, 6.47, -1.13], [1.74, 3.61, -6.92], [0.69, 3.16, -5.90], [-0.68, 2.80, -6.55], [-1.25, 4.02, -7.02], [-2.65, 3.95, -7.39], [1.20, 1.98, -5.27], [2.73, 3.21, -6.75], [1.87, 4.69, -6.85], [1.54, 3.28, -7.94], [0.50, 3.93, -5.15], [-1.35, 2.30, -5.86], [-0.64, 2.15, -7.42], [-3.27, 4.10, -6.50], [-2.80, 3.09, -8.05], [-2.91, 4.78, -8.05], [0.51, 1.66, -4.60], [1.45, 1.23, -5.90]], "lowdin_spin": [4.9747, 0.0003, 0.0001, 0.0000, 0.0001, 0.0002, 0.0003, 0.0004, 0.0039, 0.0002, 0.0005, 0.0000, 0.0001, 0.0000, 0.0047, 0.0000, 0.0000, 0.0000, 0.0002, 0.0000, 0.0000, 0.0000, 0.0000, 0.0000, 0.0003, 0.0001, 0.0000, 0.0005, 0.0003, 0.0109, 0.0004, 0.0027, 0.0000, -0.0001, 0.0000, 0.0001, 0.0001, 0.0002, 0.0001, 0.0003, 0.0001, 0.0011, 0.0004, 0.0000, 0.0000, 0.0000, 0.0000, 0.0000, 0.0000, 0.0000, 0.0000, 0.0000, 0.0000, 0.0000, 0.0000, 0.0000, 0.0000, 0.0000, 0.0000, 0.0000, -0.0002, -0.0001, -0.0001, 0.0002, 0.0000, -0.0030, 0.0000, 0.0000, -0.0001, 0.0000, 0.0000, 0.0000, 0.0000, 0.0000, 0.0000, 0.0002, 0.0001, 0.0000, 0.0000, 0.0000, 0.0000, 0.0000, 0.0000, 0.0000, 0.0000, 0.0000, 0.0000, 0.0000, 0.0000, 0.0000, 0.0000, 0.0000, 0.0000, 0.0000, 0.0000, 0.0000, 0.0000, 0.0000, 0.0000, 0.0000, 0.0000, 0.0000, 0.0000, 0.0000, 0.0000, 0.0000, 0.0000, 0.0000, 0.0000, 0.0000, 0.0000, 0.0000, 0.0000, 0.0000, 0.0000, 0.0000, 0.0000, 0.0000, 0.0000, 0.0000, 0.0000, 0.0000, 0.0000, 0.0000, 0.0000, 0.0000, 0.0000, 0.0000, 0.0000, 0.0000, 0.0000, 0.0000, 0.0000, 0.0000, 0.0000, 0.0000, 0.0000, 0.0000, 0.0000, 0.0000, 0.0000, 0.0000, 0.0000, 0.0000, 0.0000, 0.0000, 0.0000, 0.0000, 0.0000, 0.0000, 0.0000, 0.0000, 0.0000, 0.0000, 0.0000, 0.0000, 0.0000, 0.0000, 0.0000, 0.0000, 0.0000, 0.0000, 0.0000, 0.0000, 0.0000, 0.0000, 0.0000, 0.0000, 0.0000, 0.0000, 0.0000, 0.0000, 0.0000, 0.0000, 0.0000, 0.0000, 0.0000, 0.0000, 0.0000, 0.0000, 0.0000, 0.0000, 0.0000, 0.0000, 0.0000, 0.0000, 0.0000, 0.0000, 0.0000, 0.0000, 0.0000, 0.0000, 0.0000, 0.0000, 0.0000, 0.0000]}